The following is a quantum chemistry calculation of the molecule C27H32N2O7, from the Open Molecules 2025 dataset.

```
68
Properties=species:S:1:pos:R:3:forces:R:3
C 6.611 -2.348 1.948 0.2 0.1 0.1
O 5.420 -2.916 1.459 -0.3 -0.1 -0.1
C 4.500 -2.099 0.879 -0.2 -0.1 -0.1
C 3.324 -2.714 0.450 0.3 -0.1 0.2
C 2.328 -1.973 -0.149 0.0 0.1 0.0
C 2.471 -0.604 -0.336 0.0 0.0 -0.1
C 1.349 0.213 -0.931 -0.2 0.0 0.3
C 0.805 1.156 0.159 0.1 0.0 -0.1
C 0.328 0.339 1.360 0.1 0.3 -0.1
O 0.990 0.332 2.382 0.3 0.1 0.2
N -0.819 -0.372 1.260 -0.2 -0.2 0.1
C -1.737 -0.462 0.151 -0.1 -0.1 -0.5
C -1.826 -1.899 -0.366 -0.3 -0.1 0.3
C -2.210 -2.859 0.770 0.7 0.3 -0.1
C -1.240 -2.675 1.947 -0.5 0.1 -0.2
C -1.216 -1.211 2.374 0.2 -0.2 0.4
O -2.154 -4.207 0.328 0.2 0.1 0.1
C -3.463 -4.734 0.315 -0.4 0.1 -0.1
C -4.204 -3.837 1.308 0.0 -0.5 0.1
O -3.548 -2.599 1.159 0.1 0.3 -0.1
C -0.182 2.132 -0.407 0.1 0.2 -0.4
C -1.176 2.709 0.377 -0.2 0.2 0.0
C -2.050 3.642 -0.154 -0.1 0.1 0.0
O -3.055 4.244 0.530 0.2 0.0 -0.5
C -3.225 3.926 1.890 0.0 -0.1 0.3
C -1.918 4.027 -1.512 0.0 0.0 0.0
O -2.820 4.943 -1.953 0.1 -0.2 0.4
C -2.707 5.393 -3.282 0.0 0.1 -0.2
C -0.908 3.473 -2.271 -0.1 0.1 0.0
C -0.035 2.528 -1.727 -0.3 0.0 0.4
C 1.063 2.021 -2.584 0.1 0.1 -0.1
O 1.324 2.535 -3.661 -0.2 0.1 -0.1
N 1.781 0.974 -2.095 0.2 -0.1 0.2
C 2.746 0.342 -2.969 0.2 0.1 -0.4
C 3.644 0.001 0.090 -0.2 -0.1 -0.1
C 4.655 -0.731 0.687 0.3 -0.1 0.1
H 7.201 -1.896 1.144 0.0 0.0 0.0
H 7.173 -3.172 2.385 0.0 0.1 0.0
H 6.411 -1.598 2.719 0.0 0.0 0.0
H 3.213 -3.775 0.603 0.0 -0.1 0.0
H 1.425 -2.471 -0.473 -0.1 0.0 -0.1
H 0.554 -0.480 -1.251 0.1 0.0 0.1
H 1.656 1.733 0.546 -0.1 -0.2 0.0
H -1.448 0.213 -0.653 -0.1 -0.1 0.1
H -2.732 -0.166 0.506 0.1 0.1 -0.1
H -0.870 -2.233 -0.769 0.0 0.0 0.0
H -2.578 -1.959 -1.153 0.0 -0.1 0.0
H -0.248 -2.999 1.632 0.1 0.0 0.0
H -1.562 -3.302 2.780 0.0 -0.1 0.0
H -0.499 -1.055 3.181 -0.2 0.0 -0.1
H -2.218 -0.914 2.703 0.1 0.0 0.0
H -3.896 -4.651 -0.691 0.0 -0.1 0.1
H -3.419 -5.781 0.614 -0.1 0.0 0.0
H -4.094 -4.211 2.335 -0.1 0.0 -0.1
H -5.259 -3.696 1.076 0.0 -0.1 0.0
H -1.249 2.414 1.412 -0.1 0.0 0.1
H -2.337 4.180 2.478 0.0 0.0 0.0
H -4.066 4.530 2.228 0.1 -0.1 0.0
H -3.460 2.866 2.030 0.0 0.0 0.0
H -3.505 6.122 -3.413 0.1 0.0 0.0
H -1.740 5.874 -3.462 0.0 0.0 0.0
H -2.841 4.574 -3.996 0.0 0.0 0.0
H -0.746 3.754 -3.299 0.0 0.1 -0.1
H 2.460 -0.694 -3.166 0.0 0.0 0.0
H 2.756 0.905 -3.901 0.0 -0.1 0.1
H 3.742 0.355 -2.527 0.0 -0.1 -0.1
H 3.780 1.064 -0.047 0.0 0.1 0.0
H 5.551 -0.221 1.004 0.1 0.0 0.0
```
Positions in Å, forces in eV/Å.

As for the charge: 0. The calculation puts the HOMO energy at -8.140 eV. As for the spin multiplicity: 1. The value obtained for the energy above the lowest of the compared OMol25 structures with the same formula, charge and spin is 0.9 kcal/mol.

***

The following is a quantum chemistry calculation of a structure of composition C4H8O2, from the Open Molecules 2025 dataset.

```
14
Properties=species:S:1:pos:R:3:forces:R:3
O 2.155 0.666 0.732 0.4 -0.1 0.0
C 1.267 -0.009 -0.140 -0.4 -0.1 -0.3
C -0.165 0.271 0.315 0.0 0.0 0.0
C -1.202 0.603 -0.772 0.2 0.4 -0.2
O -1.927 -0.605 -0.538 -0.2 -0.2 -0.1
C -1.077 -0.942 0.564 0.2 -0.2 0.3
H 3.056 0.472 0.443 -0.1 0.1 0.1
H 1.461 -1.093 -0.138 0.0 0.2 0.0
H 1.394 0.346 -1.174 0.0 0.0 0.1
H -0.124 0.992 1.136 0.0 -0.1 -0.1
H -1.818 1.491 -0.584 0.1 -0.1 0.0
H -0.805 0.658 -1.793 -0.1 0.0 0.1
H -1.623 -0.932 1.513 0.0 0.0 -0.1
H -0.592 -1.918 0.436 -0.1 0.1 0.0
```
Positions in Å, forces in eV/Å.

As for the charge: 0. The calculation puts the HOMO energy at -9.691 eV. As for the spin multiplicity: 1. The value obtained for the energy above the lowest of the compared OMol25 structures with the same formula, charge and spin is 51.9 kcal/mol.

***

The following is a quantum chemistry calculation of a structure of composition C3H4O3Yb in a non-equilibrium geometry, from the Open Molecules 2025 dataset.

```
11
Properties=species:S:1:pos:R:3:forces:R:3
H -3.384 -1.529 -2.114 -0.2 0.0 -0.1
Yb -1.572 -1.849 -1.542 0.5 0.1 0.2
O 0.927 0.980 1.242 -1.1 0.0 -0.3
C 1.857 0.220 0.660 3.1 0.6 2.3
C -0.375 0.563 0.759 -0.2 0.2 0.6
O 3.015 0.200 0.999 -2.0 0.0 -0.9
O 1.335 -0.532 -0.299 -2.3 -1.1 -2.2
C -0.052 -0.090 -0.570 2.6 0.9 1.2
H -1.021 1.443 0.669 0.2 -0.2 0.0
H -0.789 -0.120 1.516 0.0 0.1 -0.2
H 0.061 0.713 -1.321 -0.5 -0.6 -0.6
```
Positions in Å, forces in eV/Å.

As for the charge: +1. The calculation puts the HOMO energy (alpha / beta) at -14.314 / -13.911 eV. As for the spin multiplicity: 2. The value obtained for the energy above the lowest of the compared OMol25 structures with the same formula, charge and spin is 78.8 kcal/mol.

***

The following is a quantum chemistry calculation of a structure of composition C21H36N7PtS in a non-equilibrium geometry, from the Open Molecules 2025 dataset.

```
66
Properties=species:S:1:pos:R:3:forces:R:3
Pt 0.664 0.240 -0.217 -0.7 1.5 2.1
C -2.644 -0.322 1.257 0.4 0.0 -0.2
C -2.396 -0.841 -0.165 -0.3 -0.4 0.7
N -1.516 -0.015 -1.001 2.1 -0.7 -0.3
C -2.028 1.305 -1.386 0.4 0.9 -0.1
C -0.954 2.121 -2.115 -0.7 -0.3 -0.2
N 0.253 2.339 -1.300 0.9 -1.0 -0.2
C 0.188 3.502 -0.418 0.0 0.5 0.5
C 1.499 3.857 0.316 0.0 -0.3 0.0
C 2.586 2.786 0.462 -0.1 0.7 -0.5
N 2.221 1.484 1.038 -0.5 -2.0 -1.4
C 1.774 1.433 2.433 -0.8 -0.2 0.7
C 0.268 1.684 2.613 0.8 0.1 0.2
N -0.559 0.967 1.626 -0.4 0.3 -0.8
C -1.405 -0.122 2.128 -0.5 -0.4 0.4
H -3.278 -1.064 1.743 -0.1 0.1 0.0
H -3.220 0.603 1.234 -0.2 0.1 0.0
H -3.374 -0.953 -0.650 0.2 0.1 -0.1
H -1.936 -1.832 -0.112 0.0 0.1 0.0
H -1.333 -0.539 -1.859 -0.1 0.1 0.0
H -2.357 1.839 -0.496 -0.1 0.0 0.0
H -2.901 1.210 -2.043 0.1 -0.1 0.1
H -1.394 3.081 -2.408 0.1 -0.1 -0.1
H -0.658 1.590 -3.023 0.0 0.1 0.0
H 1.046 2.468 -1.927 -0.1 -0.1 -0.1
H -0.617 3.349 0.302 0.0 0.0 -0.1
H -0.100 4.383 -1.005 -0.1 -0.2 0.0
H 1.235 4.259 1.293 0.0 0.1 0.0
H 1.989 4.677 -0.214 0.0 0.0 0.1
H 3.381 3.241 1.071 -0.1 -0.3 0.0
H 3.018 2.577 -0.520 0.1 0.0 0.1
H 3.056 0.903 0.963 0.0 0.1 0.2
H 2.315 2.157 3.052 0.1 0.0 -0.2
H 2.004 0.434 2.806 0.1 0.0 -0.1
H 0.062 2.753 2.544 -0.1 -0.1 0.0
H 0.010 1.371 3.629 -0.1 0.1 -0.1
H -1.194 1.647 1.216 0.1 0.0 0.2
H -1.741 0.112 3.148 0.1 0.0 -0.1
H -0.813 -1.039 2.164 0.0 0.1 0.1
C 2.141 -0.908 -1.427 -0.6 0.7 -0.1
C 1.420 -0.738 -2.643 -0.2 0.0 -1.5
C 1.767 0.301 -3.560 0.0 -0.5 0.4
C 1.178 0.388 -4.795 -0.3 -0.1 -0.2
C 0.198 -0.548 -5.177 0.5 -0.1 0.9
C -0.164 -1.588 -4.298 -0.1 0.3 -0.2
C 0.425 -1.674 -3.064 0.6 0.2 0.5
C -0.399 -0.472 -6.454 0.0 0.0 -0.1
N -0.900 -0.414 -7.481 -0.3 0.1 -0.5
H 3.100 -0.399 -1.371 -0.1 0.1 0.2
H 2.139 -1.913 -1.014 -0.2 0.1 0.4
H 2.571 0.976 -3.306 0.1 0.1 0.0
H 1.490 1.144 -5.500 0.0 0.1 -0.1
H -0.878 -2.330 -4.623 -0.1 0.0 0.0
H 0.197 -2.504 -2.410 -0.1 -0.2 0.1
S 1.159 -2.458 1.325 0.7 0.9 -1.2
C 0.229 -3.267 2.510 -0.6 0.4 0.2
N 0.382 -3.118 3.820 0.1 -0.2 -0.2
C -0.536 -3.964 4.572 -0.3 -0.2 0.6
C -1.324 -4.682 3.461 -0.5 -0.4 0.3
N -0.784 -4.085 2.246 0.2 0.0 0.1
H 1.163 -2.665 4.268 0.1 0.1 -0.3
H -1.176 -3.345 5.208 0.1 -0.1 -0.1
H 0.017 -4.652 5.216 -0.1 0.0 -0.1
H -2.401 -4.499 3.512 0.2 0.0 0.1
H -1.162 -5.763 3.466 0.0 0.1 0.0
H -1.002 -4.469 1.341 0.3 0.2 -0.1
```
Positions in Å, forces in eV/Å.

As for the charge: +3. The calculation puts the HOMO energy (alpha / beta) at -16.904 / -16.842 eV. As for the spin multiplicity: 1.

***

The following is a quantum chemistry calculation of the molecule C4H7NO2 in a non-equilibrium geometry, from the Open Molecules 2025 dataset.

```
14
Properties=species:S:1:pos:R:3:forces:R:3
C 1.047 -0.165 -1.042 -1.1 -0.2 -0.7
C -0.668 -0.219 -0.765 1.2 -0.1 0.1
C -0.696 -0.905 0.579 0.1 0.0 0.2
N 0.018 0.159 1.250 -0.6 0.3 1.3
C -0.335 1.370 0.711 0.2 0.4 0.6
O -0.066 2.472 1.105 0.0 -0.2 -0.1
O -1.062 1.114 -0.422 0.6 0.2 0.1
H 1.770 0.120 -0.221 -1.6 -0.2 -0.4
H 1.234 0.606 -1.782 -0.1 -0.3 -0.5
H 1.419 -1.150 -1.334 -0.3 0.1 -0.6
H -1.484 -0.560 -1.457 1.7 0.0 -0.1
H -0.222 -1.886 0.511 0.3 0.3 0.4
H -1.664 -0.987 1.087 -0.2 -0.3 -0.6
H 0.767 0.068 1.902 0.0 0.1 0.3
```
Positions in Å, forces in eV/Å.

As for the charge: 0. The calculation puts the HOMO energy at -9.800 eV. As for the spin multiplicity: 1. The value obtained for the energy above the lowest of the compared OMol25 structures with the same formula, charge and spin is 41.2 kcal/mol.

***

The following is a quantum chemistry calculation of a structure of composition C17H20Cl3NO4SSn in a non-equilibrium geometry, from the Open Molecules 2025 dataset.

```
47
Properties=species:S:1:pos:R:3:forces:R:3
C -0.775 0.955 -3.226 -1.0 -2.2 -0.5
C -0.951 -0.421 -3.533 -0.2 2.5 0.5
C 0.323 -1.048 -3.486 1.5 1.4 0.5
C -2.217 -1.090 -3.907 -0.5 -0.5 0.4
C 1.287 -0.053 -3.155 -1.2 -0.9 -0.5
C 0.611 1.177 -2.986 0.6 -0.4 0.5
C 1.234 2.477 -2.661 0.1 0.2 -0.3
C -1.844 1.982 -3.183 -0.1 0.2 -0.1
C 0.582 -2.476 -3.769 0.1 -0.3 -0.4
C 2.743 -0.281 -3.058 0.5 0.0 -0.1
Sn -1.214 -1.222 0.308 2.3 3.4 -3.3
Cl -2.208 -3.121 -0.341 -1.6 -3.1 -0.4
Cl -2.626 0.764 -0.011 -0.7 0.2 0.2
Cl 1.237 -1.364 0.004 0.2 -0.6 0.1
H -3.060 -0.394 -3.868 0.1 -0.1 0.0
H -2.449 -1.941 -3.229 0.0 0.4 -0.3
H -2.168 -1.498 -4.922 -0.1 -0.1 -0.1
H -0.136 -3.128 -3.262 0.0 0.0 0.0
H 1.590 -2.759 -3.462 0.0 -0.1 0.0
H 0.494 -2.677 -4.856 0.0 -0.1 0.3
H 2.978 -1.160 -2.449 0.0 0.1 0.1
H 3.238 0.588 -2.616 0.0 -0.2 0.0
H 3.175 -0.443 -4.060 0.1 0.0 0.2
H 2.183 2.317 -2.158 0.0 0.2 0.1
H 0.608 3.071 -1.993 0.1 -0.1 0.0
H 1.418 3.047 -3.578 0.1 0.2 -0.3
H -2.781 1.557 -2.820 0.0 0.1 0.0
H -2.024 2.394 -4.185 -0.1 0.2 0.0
H -1.558 2.800 -2.522 -0.1 0.0 0.1
O 0.802 2.210 -0.037 0.0 -4.0 4.5
H 0.808 1.404 0.949 0.0 4.0 -4.9
O 1.593 2.464 3.935 0.2 -2.0 0.1
S 1.653 1.006 3.854 -2.6 1.3 -1.5
O 2.919 0.350 3.826 0.2 -0.2 0.0
N 0.613 0.429 2.581 0.9 -0.1 1.0
C -0.346 -0.318 3.032 -0.1 -0.6 -3.3
O -1.144 -1.061 2.212 1.1 1.5 5.6
C -0.474 -0.375 4.478 -0.2 -0.5 2.0
C -1.429 -1.009 5.289 0.3 0.2 -0.1
C -1.263 -0.975 6.690 0.2 0.2 -0.4
C -0.162 -0.328 7.267 0.2 0.2 -0.4
C 0.790 0.322 6.453 -0.5 -0.3 0.1
C 0.599 0.281 5.081 0.0 -0.1 1.1
H -2.281 -1.512 4.818 0.4 0.2 0.2
H -1.994 -1.460 7.338 0.2 0.1 -0.2
H -0.032 -0.320 8.352 -0.1 0.0 -0.3
H 1.659 0.840 6.868 -0.3 -0.2 -0.1
```
Positions in Å, forces in eV/Å.

As for the charge: -2. The calculation puts the HOMO energy (alpha / beta) at -0.754 / 0.705 eV. As for the spin multiplicity: 1. The value obtained for the energy above the lowest of the compared OMol25 structures with the same formula, charge and spin is 94.1 kcal/mol.

***

Number 1: DFT total energy -1684.2632 hartree. Number 2: DFT total energy -307.6297 hartree. Number 3: DFT total energy -1500.6938 hartree. Number 4: DFT total energy -1721.5529 hartree. Number 5: DFT total energy -361.8152 hartree. Number 6: DFT total energy -3008.5196 hartree.